Record 1
The following is a DFT calculation (wB97M-V/def2-TZVPD) of a 2-piece molecular cluster, C5H13ClNO2P overall.

Output
- highest occupied orbital energy (alpha / beta) (eV) = -9.03 / -9.53
- gap between HOMO and LUMO (alpha / beta) (hartree) = 0.293 / 0.278
- spin multiplicity = 1
- net charge = 0

Bonds (Å) are listed after each position.
Cartesian coordinates (Å):
1 Cl -2.5112 -1.9383 -0.3813  P2 2.025
2 P -1.4897 -0.2764 0.1602  Cl1 2.025, O3 1.628, O4 1.508
3 O -2.1775 0.8643 -0.7756  P2 1.628, C8 1.398
4 O -1.8440 0.1090 1.5743  P2 1.508
5 N 0.9539 0.0025 -1.0243  C6 1.446, C7 1.423
6 C 0.9885 -0.9884 -2.0763  N5 1.446, H16 1.019, H18 1.203, H22 1.091
7 C 1.6446 -0.2592 0.1921  N5 1.423, C9 1.594, C10 1.549, H20 1.187
8 C -2.7902 1.9954 -0.2274  O3 1.398, H12 1.117, H15 1.047, H19 1.174
9 C 1.1181 -1.5463 0.9706  C7 1.594, H11 1.050, H13 1.117, H23 1.108
10 C 1.5379 0.9237 1.1868  C7 1.549, H14 1.128, H17 1.194, H21 1.082
11 H 1.1616 -1.4845 2.0175  C9 1.050
12 H -2.8037 1.6903 0.8466  C8 1.117
13 H 0.0477 -1.3610 0.7099  C9 1.117
14 H 2.4833 0.9816 1.8000  C10 1.128
15 H -3.7137 2.2841 -0.6280  C8 1.047
16 H 0.1583 -0.8069 -2.6388  C6 1.019
17 H 1.3958 1.8452 0.4417  C10 1.194
18 H 1.0417 -2.1103 -1.6440  C6 1.203
19 H -2.2107 3.0123 -0.3150  C8 1.174
20 H 2.8080 -0.4174 0.0197  C7 1.187
21 H 0.7102 0.9299 1.8838  C10 1.082
22 H 1.8471 -0.9801 -2.7494  C6 1.091
23 H 1.6440 -2.4696 0.6569  C9 1.108

Quick look at the natural (NBO) charges, all values in e:
1. Cl -0.263
2. P 1.788
3. O -0.817
4. O -1.051
5. N -0.290
6. C -0.470
7. C -0.126
8. C -0.268
9. C -0.569
10. C -0.635
11. H 0.224
12. H 0.222
13. H 0.156
14. H 0.218
15. H 0.189
16. H 0.216
17. H 0.224
18. H 0.179
19. H 0.171
20. H 0.224
21. H 0.231
22. H 0.228
23. H 0.218

Record 2
The following is a DFT calculation (wB97M-V/def2-TZVPD) of a 2-piece molecular cluster, C5H13ClNO6S overall.

Output
- highest occupied orbital energy (eV) = -5.72
- gap between HOMO and LUMO (hartree) = 0.302
- spin multiplicity = 1
- net charge = -1

Bonds (Å) are listed after each position.
Cartesian coordinates (Å):
1 Cl 0.4391 3.4392 -2.4228  O3 1.446, O5 1.447, O7 1.451, O8 1.447
2 S 1.4393 -1.9666 2.7476  C11 1.863, H16 1.376
3 O 0.9337 3.0022 -3.7092  Cl1 1.446
4 O -1.0951 -2.2835 1.7672  C11 1.402, C13 1.430
5 O -0.9986 3.2820 -2.3750  Cl1 1.447
6 O -1.5111 0.5572 0.0688  C12 1.421, C14 1.424
7 O 1.0400 2.6323 -1.3779  Cl1 1.451
8 O 0.7845 4.8282 -2.2130  Cl1 1.447
9 N 1.7373 -0.1356 -0.9735  C10 1.476, H25 1.017, H27 1.015
10 C 0.3052 -0.4050 -1.2072  N9 1.476, C14 1.593, H23 1.108, H26 1.099
11 C 0.0697 -3.0145 2.0415  S2 1.863, O4 1.402, H19 1.106, H24 1.106
12 C -1.3459 1.5998 1.0203  O6 1.421, H18 1.112, H21 1.109, H22 1.103
13 C -1.1621 -1.8572 0.4040  O4 1.430, C14 1.573, H15 1.110, H20 1.110
14 C -0.5073 -0.4481 0.1617  O6 1.424, C10 1.593, C13 1.573, H17 1.103
15 H -0.7772 -2.6177 -0.3066  C13 1.110
16 H 2.4622 -2.1609 1.8475  S2 1.376
17 H 0.2203 -0.2074 0.9546  C14 1.103
18 H -1.9596 1.3632 1.9164  C12 1.112
19 H 0.4113 -3.6279 1.1874  C11 1.106
20 H -2.2388 -1.7161 0.1758  C13 1.110
21 H -1.7701 2.5131 0.5568  C12 1.109
22 H -0.2942 1.8266 1.2625  C12 1.103
23 H 0.1983 -1.3780 -1.7262  C10 1.108
24 H -0.1880 -3.7228 2.8511  C11 1.106
25 H 2.0460 -0.7513 -0.2249  N9 1.017
26 H -0.0959 0.4350 -1.7920  C10 1.099
27 H 1.8568 0.8137 -0.6350  N9 1.015

Quick look at the natural (NBO) charges, all values in e:
1. Cl 2.544
2. S -0.105
3. O -0.871
4. O -0.529
5. O -0.877
6. O -0.544
7. O -0.911
8. O -0.875
9. N -0.829
10. C -0.240
11. C -0.172
12. C -0.252
13. C -0.100
14. C 0.037
15. H 0.163
16. H 0.131
17. H 0.191
18. H 0.152
19. H 0.188
20. H 0.208
21. H 0.206
22. H 0.182
23. H 0.157
24. H 0.195
25. H 0.317
26. H 0.250
27. H 0.386

Record 3
The following is a DFT calculation (wB97M-V/def2-TZVPD) of an isolated ion of composition C5H13FN3P and charge +2.

Output
- highest occupied orbital energy (eV) = -16.72
- structure (SMILES) = C=[P@@]1(CF)C[NH2+]CC(=[NH2+])N1
- gap between HOMO and LUMO (hartree) = 0.347
- spin multiplicity = 1
- net charge = +2

Bonds (Å) are listed after each position.
Cartesian coordinates (Å):
1 P 1.4466 -0.2662 -0.2271  N3 2.009, C6 1.846, C7 1.631, C9 1.896
2 F 0.1362 -1.6999 1.3032  C6 1.323
3 N -0.3991 -0.4563 -0.9973  P1 2.009, C8 1.305, H12 1.025
4 N -0.5883 1.7564 0.3840  C9 1.505, C10 1.490, H15 1.098, H20 1.139
5 N -2.5707 -1.0740 -0.8540  C8 1.303, H18 0.996, H21 1.089
6 C 1.3145 -1.8453 0.7191  P1 1.846, F2 1.323, H14 1.144, H19 1.026
7 C 2.8802 0.0960 -0.9149  P1 1.631, H13 1.116, H17 1.074
8 C -1.5865 -0.3073 -0.4778  N3 1.305, N5 1.303, C10 1.569
9 C 0.7715 1.2189 0.7399  P1 1.896, N4 1.505, H11 1.200, H22 1.081
10 C -1.6948 0.7910 0.6372  N4 1.490, C8 1.569, H16 1.131, H23 1.116
11 H 1.6024 2.0627 0.5480  C9 1.200
12 H -0.4313 -1.1342 -1.7656  N3 1.025
13 H 3.6767 -0.3987 -1.5195  C7 1.116
14 H 2.1264 -2.0329 1.5024  C6 1.144
15 H -0.5262 2.3315 -0.5491  N4 1.098
16 H -1.6382 0.2874 1.6482  C10 1.131
17 H 2.8446 1.1414 -1.1567  C7 1.074
18 H -3.5149 -1.1582 -0.5496  N5 0.996
19 H 1.3208 -2.6804 0.1232  C6 1.026
20 H -0.8167 2.6349 1.0727  N4 1.139
21 H -2.4287 -1.6010 -1.7964  N5 1.089
22 H 0.6926 0.9921 1.7938  C9 1.081
23 H -2.6171 1.3421 0.3364  C10 1.116

Quick look at the natural (NBO) charges, all values in e:
1. P 1.436
2. F -0.348
3. N -0.836
4. N -0.554
5. N -0.719
6. C -0.230
7. C -0.953
8. C 0.548
9. C -0.550
10. C -0.295
11. H 0.309
12. H 0.411
13. H 0.325
14. H 0.256
15. H 0.490
16. H 0.304
17. H 0.250
18. H 0.456
19. H 0.224
20. H 0.489
21. H 0.440
22. H 0.269
23. H 0.278

Record 4
The following is a DFT calculation (wB97M-V/def2-TZVPD) of an isolated ion of composition C5H13IN and charge +1.

Output
- highest occupied orbital energy (eV) = -13.58
- structure (SMILES) = C[C@@H](I)[N+](C)(C)C
- gap between HOMO and LUMO (hartree) = 0.377
- spin multiplicity = 1
- net charge = +1

Bonds (Å) are listed after each position.
Cartesian coordinates (Å):
1 I 3.1416 0.0215 -0.1333  C7 2.149
2 N -0.0019 0.4337 -0.1022  C4 1.498, C5 1.479, C6 1.530, C7 1.503
3 C 0.9496 -2.0166 0.2792  C7 1.672, H15 0.977, H16 1.138, H17 1.125
4 C -0.2053 0.4320 -1.5859  N2 1.498, H8 1.097, H11 1.083, H20 1.063
5 C 0.3312 1.7949 0.3717  N2 1.479, H12 1.203, H14 1.088, H18 1.161
6 C -1.2316 0.0987 0.7446  N2 1.530, H9 1.119, H10 1.082, H13 1.100
7 C 1.1224 -0.3670 0.4919  I1 2.149, N2 1.503, C3 1.672, H19 1.130
8 H 0.7936 0.0883 -1.8819  C4 1.097
9 H -1.0548 0.0121 1.8462  C6 1.119
10 H -1.8635 0.9335 0.4717  C6 1.082
11 H -0.8550 -0.4076 -1.7989  C4 1.083
12 H -0.3894 2.5935 -0.1677  C5 1.203
13 H -1.5149 -0.9463 0.5491  C6 1.100
14 H 1.2280 2.1940 -0.0976  C5 1.088
15 H 1.6904 -2.4330 0.7604  C3 0.977
16 H 0.9104 -2.3477 -0.8089  C3 1.138
17 H -0.0568 -2.4609 0.5166  C3 1.125
18 H 0.3607 1.9789 1.5173  C5 1.161
19 H 0.9184 -0.3048 1.6017  C7 1.130
20 H -0.6193 1.3629 -1.8882  C4 1.063

Quick look at the natural (NBO) charges, all values in e:
1. I 0.252
2. N -0.270
3. C -0.622
4. C -0.407
5. C -0.468
6. C -0.413
7. C -0.207
8. H 0.248
9. H 0.246
10. H 0.240
11. H 0.237
12. H 0.240
13. H 0.241
14. H 0.254
15. H 0.224
16. H 0.229
17. H 0.223
18. H 0.268
19. H 0.240
20. H 0.245

Record 5
The following is a DFT calculation (wB97M-V/def2-TZVPD) of a 3-piece molecular cluster, C5H13IN overall.

Output
- highest occupied orbital energy (alpha / beta) (eV) = -13.35 / -12.46
- gap between HOMO and LUMO (alpha / beta) (hartree) = 0.352 / 0.224
- spin multiplicity = 1
- net charge = +1

Bonds (Å) are listed after each position.
Cartesian coordinates (Å):
1 I 3.3856 -1.6926 -1.1294  H18 1.516
2 N -0.1986 -1.4210 0.1971  C5 1.403, C6 1.380, H13 1.080
3 C 1.4399 3.1208 0.4190  H8 1.091, H9 1.057, H14 1.162
4 C -2.0414 0.3561 -0.1691  C6 1.509, H12 1.132, H17 1.088, H19 1.052
5 C -0.8379 -2.5351 -0.3675  N2 1.403, H10 1.182, H15 1.117, H16 1.077
6 C -0.7347 -0.1626 0.3781  N2 1.380, C4 1.509, C7 1.379
7 C 0.0270 0.7765 1.0401  C6 1.379, H11 1.124, H20 1.078
8 H 0.6633 3.1560 -0.3463  C3 1.091
9 H 2.2484 2.5137 0.1113  C3 1.057
10 H -1.8973 -2.5438 0.1575  C5 1.182
11 H 0.9045 0.3829 1.6224  C7 1.124
12 H -2.4881 0.8276 0.7584  C4 1.132
13 H 0.8105 -1.5453 0.5619  N2 1.080
14 H 1.3195 3.8424 1.3217  C3 1.162
15 H -0.2913 -3.5024 -0.2497  C5 1.117
16 H -0.8831 -2.4884 -1.4423  C5 1.077
17 H -2.6846 -0.4370 -0.5442  C4 1.088
18 H 3.3156 -1.4193 -2.6191  I1 1.516
19 H -1.6715 1.0127 -0.9033  C4 1.052
20 H -0.3858 1.7588 1.2034  C7 1.078

Quick look at the natural (NBO) charges, all values in e:
1. I -0.097
2. N -0.417
3. C -0.445
4. C -0.664
5. C -0.452
6. C 0.268
7. C -0.278
8. H 0.168
9. H 0.189
10. H 0.234
11. H 0.225
12. H 0.262
13. H 0.438
14. H 0.220
15. H 0.258
16. H 0.239
17. H 0.248
18. H 0.110
19. H 0.259
20. H 0.237

Record 6
The following is a DFT calculation (wB97M-V/def2-TZVPD) of an isolated ion of composition C5H13N and charge -1.

Output
- highest occupied orbital energy (alpha / beta) (eV) = 1.53 / -5.79
- gap between HOMO and LUMO (alpha / beta) (hartree) = 0.102 / 0.367
- spin multiplicity = 2
- net charge = -1

Bonds (Å) are listed after each position.
Cartesian coordinates (Å):
1 N 1.9516 1.9996 -1.0290  C6 1.479, H12 1.019, H15 1.019
2 C -0.5221 -1.4514 0.9497  C3 1.535, C5 1.513, H7 1.104, H19 1.089
3 C -1.7661 -1.7922 0.1182  C2 1.535, H10 1.091, H11 1.090, H17 1.106
4 C -0.1686 0.7669 -0.3068  C5 1.536, C6 1.516, H13 1.102, H18 1.092
5 C 0.4512 -0.5180 0.2637  C2 1.513, C4 1.536, H14 1.099, H16 1.097
6 C 0.7302 1.9824 -0.1949  N1 1.479, C4 1.516, H8 1.093, H9 1.099
7 H -0.0068 -2.3985 1.1868  C2 1.104
8 H 1.0342 2.0780 0.8506  C6 1.093
9 H 0.1554 2.8964 -0.3992  C6 1.099
10 H -2.2362 -0.9019 -0.3023  C3 1.091
11 H -2.4544 -2.4473 0.6513  C3 1.090
12 H 2.6311 1.4113 -0.5488  N1 1.019
13 H -1.0408 0.9791 0.3320  C4 1.102
14 H 1.0101 -1.0466 -0.5218  C5 1.099
15 H 1.7529 1.4730 -1.8782  N1 1.019
16 H 1.2193 -0.2086 0.9827  C5 1.097
17 H -1.4055 -2.3430 -0.7699  C3 1.106
18 H -0.5472 0.5804 -1.3143  C4 1.092
19 H -0.7882 -1.0597 1.9302  C2 1.089

Quick look at the natural (NBO) charges, all values in e:
1. N -0.899
2. C -0.511
3. C -0.670
4. C -0.496
5. C -0.797
6. C -0.294
7. H 0.187
8. H 0.177
9. H 0.163
10. H 0.194
11. H 0.191
12. H 0.326
13. H 0.177
14. H 0.177
15. H 0.334
16. H 0.181
17. H 0.194
18. H 0.188
19. H 0.178